{"formula": "C4H2O", "method": "ωB97M-V/def2-TZVPD", "energy_ev": -6220.768, "homo_lumo_gap_ev": [8.0, 8.0], "lumo_ha": [-0.04775, -0.04758], "max_force_ev_per_a": 3.24, "homo_energy_ev": [-9.29, -9.29], "e_above_lowest_kj_mol": 394.81, "elements": ["C", "C", "C", "C", "O", "H", "H"], "coordinates": [[0.13774, -0.15154, -0.09617], [0.66730, -0.43751, -1.26120], [1.48718, 0.42521, 1.00688], [-1.25241, -0.13864, -0.03417], [2.57264, 0.62958, 0.65599], [-1.87170, 0.78675, -0.02850], [-1.74076, -1.11385, -0.24283]]}

{"formula": "C5H10N2", "method": "ωB97M-V/def2-TZVPD", "energy_ev": -8325.912, "homo_lumo_gap_ev": 10.4, "lumo_ha": 0.03985, "max_force_ev_per_a": 1.64, "homo_energy_ev": -9.29, "smiles": "C=C[C@](C)(N)N=C", "e_above_lowest_kj_mol": 137.14, "elements": ["C", "C", "C", "C", "N", "N", "C", "H", "H", "H", "H", "H", "H", "H", "H", "H", "H"], "coordinates": [[0.81334, -1.96647, 0.36687], [-0.29007, -1.25051, 0.10025], [-0.38829, 0.19658, -0.33177], [-0.92928, 1.06162, 0.81310], [-1.34146, 0.29426, -1.42301], [0.86293, 0.69063, -0.89166], [1.78067, 1.13450, -0.11905], [0.73666, -3.00458, 0.67494], [1.81004, -1.54852, 0.28970], [-1.24158, -1.76689, 0.22025], [-0.88738, 2.12926, 0.56709], [-0.35915, 0.91301, 1.73796], [-1.97170, 0.81328, 1.05012], [-0.87287, -0.08988, -2.23967], [-2.15904, -0.27506, -1.23751], [2.71595, 1.51664, -0.55787], [1.72121, 1.15214, 0.98028]]}

{"formula": "C2H6ClN3O", "method": "ωB97M-V/def2-TZVPD", "energy_ev": -21206.190, "homo_lumo_gap_ev": 9.5, "lumo_ha": 0.01267, "max_force_ev_per_a": 6.94, "homo_energy_ev": -9.13, "smiles": "N/N=C(\\CCl)NO", "e_above_lowest_kj_mol": 335.09, "elements": ["N", "N", "C", "C", "Cl", "N", "O", "H", "H", "H", "H", "H", "H"], "coordinates": [[1.22521, -1.51631, -0.07045], [1.04902, -0.00005, -0.37485], [-0.17302, 0.24003, 0.05420], [-1.17488, -0.71274, 0.15472], [-2.85289, 0.05873, -0.22593], [-0.42092, 1.69439, 0.36426], [0.52840, 2.45470, -0.29648], [1.72015, -2.01946, -0.96912], [1.98249, -1.66474, 0.74690], [-1.20766, -0.86768, 1.21278], [-0.92505, -1.71895, -0.47528], [-1.11597, 2.24851, -0.10527], [1.36513, 1.80355, -0.01548]]}